1.
Molecular formula: CH3N5S
Method: DFT, ωB97M-V/def2-TZVPD

Each atom is followed by the atoms it is bonded to, with distances in Å.
Positions of all 10 atoms, in Å:
1 C 0.17023 0.06116 -0.19588  N2 1.231, N6 1.301
2 N -0.56287 -0.02840 -1.18036  C1 1.231, N3 1.358
3 N -0.15939 0.13853 -2.46657  N2 1.358, N4 1.236
4 N 1.03377 0.39579 -2.66072  N3 1.236, S7 1.594
5 N -0.91901 -0.43074 1.88092  N6 1.415, H8 1.022, H9 1.018
6 N 0.19679 -0.04926 1.09968  C1 1.301, N5 1.415, H10 1.010
7 S 2.16801 0.55969 -1.55292  N4 1.594
8 H -1.49249 0.38568 2.10383  N5 1.022
9 H -1.49329 -1.08774 1.35635  N5 1.018
10 H 1.05825 0.05529 1.61567  N6 1.010

Output
- Kohn-Sham gap: 8.52 eV
- Molecular weight: 117.14 g/mol
- Energy above the lowest of the compared OMol25 structures with the same formula, charge and spin: 217.6 kJ/mol
- E_LUMO: -0.49 eV

=====

2.
Molecular formula: CH3NO
Method: DFT, ωB97M-V/def2-TZVPD

Each atom is followed by the atoms it is bonded to, with distances in Å.
Positions of all 6 atoms, in Å:
1 C -0.43742 0.46648 -0.18892  N2 1.583, O3 1.398, H4 1.047, H5 1.082
2 N 0.58893 -0.73611 -0.11507  C1 1.583, O3 1.389, H6 0.968
3 O 0.91698 0.59096 0.13293  C1 1.398, N2 1.389
4 H -0.64669 0.56483 -1.20958  C1 1.047
5 H -1.09393 0.33297 0.66094  C1 1.082
6 H 0.67214 -1.21914 0.71970  N2 0.968

Output
- Kohn-Sham gap (alpha / beta): 5.59 / 9.21 eV
- Molecular weight: 45.04 g/mol
- Expectation value of S²: 2.007
- Energy above the lowest of the compared OMol25 structures with the same formula, charge and spin: 400.3 kJ/mol
- 2S+1: 3
- E_LUMO (alpha / beta): 1.19 / -2.45 eV

=====

3.
Molecular formula: CH3NO2
Method: DFT, ωB97M-V/def2-TZVPD

Each atom is followed by the atoms it is bonded to, with distances in Å.
Positions of all 7 atoms, in Å:
1 C -6.38103 -0.04060 -0.10309  N2 1.161
2 N -7.06201 -0.98129 -0.09242  C1 1.161, O3 1.259
3 O -7.85593 -1.95725 -0.04264  N2 1.259
4 O -4.82334 1.95967 0.15880  H5 0.964, H7 1.006
5 H -4.71471 1.96024 -0.79899  O4 0.964
6 H 10.22416 1.64742 1.43813  no bonds
7 H -5.48260 1.20439 0.07350  O4 1.006

Output
- Kohn-Sham gap: 4.03 eV
- Molecular weight: 61.04 g/mol
- Energy above the lowest of the compared OMol25 structures with the same formula, charge and spin: 22.1 kJ/mol
- E_LUMO: 5.54 eV
- Charge: -2